Entry 1:
This record from the Open Molecules 2025 dataset describes a 2-piece molecular cluster, C4H5F2N overall. The level of theory is the ωB97M-V functional and the def2-TZVPD basis.

* Kohn-Sham gap: 10.2 eV
* E_LUMO: 0.82 eV

CARTESIAN COORDINATES (ANGSTROEM)
C -0.159 0.767 -0.003
C -1.318 0.065 0.622
C -2.415 -0.180 -0.061
F -3.410 -0.814 0.652
F -2.774 0.131 -1.264
H 0.816 0.113 -0.100
H 0.017 1.658 0.485
H -0.431 0.952 -1.003
H -1.118 -0.404 1.620
C 0.531 -2.615 -0.503
N 0.819 -1.909 0.389
H -0.118 -3.099 -1.185

=====

Entry 2:
This record from the Open Molecules 2025 dataset describes C4H5F3S in the gas phase. The level of theory is the ωB97M-V functional and the def2-TZVPD basis.

* Kohn-Sham gap: 8.6 eV
* E_LUMO: -0.43 eV

CARTESIAN COORDINATES (ANGSTROEM)
C 1.122 -0.778 0.365
C -0.037 0.256 0.541
C -1.426 -0.749 0.130
S -2.670 -0.890 1.089
C 0.007 1.208 -0.649
F 1.020 2.119 -0.591
F -1.153 1.792 -0.776
F 0.149 0.607 -1.839
H 1.425 -1.136 1.432
H 0.796 -1.518 -0.280
H 2.076 -0.378 -0.132
H -0.013 0.897 1.466
H -1.296 -1.430 -0.756

=====

Entry 3:
This record from the Open Molecules 2025 dataset describes a 2-piece molecular cluster, C4H5FI2 overall. The level of theory is the ωB97M-V functional and the def2-TZVPD basis.

* Kohn-Sham gap: 7.0 eV
* E_LUMO: -1.26 eV

CARTESIAN COORDINATES (ANGSTROEM)
C 0.254 0.151 0.720
C -0.077 2.675 1.331
C -0.529 -1.652 -1.109
C -0.114 -0.143 -0.667
F -0.122 2.464 2.650
I 0.934 -1.340 2.055
I 1.854 3.089 0.747
H 0.285 -2.099 -1.634
H -1.338 -1.676 -1.754
H -0.825 -2.048 -0.047
H 0.636 0.079 -1.404
H -0.958 0.501 -0.889

=====

Entry 4:
This record from the Open Molecules 2025 dataset describes C4H5FN2 in the gas phase. The level of theory is the ωB97M-V functional and the def2-TZVPD basis.

* Kohn-Sham gap: 11.2 eV
* E_LUMO: 0.80 eV

CARTESIAN COORDINATES (ANGSTROEM)
N -1.468 1.663 1.924
C -1.337 0.764 1.200
C -0.568 -0.269 0.578
C 0.870 0.245 0.234
C 0.405 0.126 -1.213
N -0.808 -0.649 -0.801
F -0.424 -2.036 -0.912
H -0.622 -1.151 1.244
H 1.442 -0.680 0.495
H 1.353 1.132 0.657
H -0.017 1.067 -1.515
H 1.173 -0.211 -1.893

=====

Entry 5:
This record from the Open Molecules 2025 dataset describes a 2-piece molecular cluster, C4H5FN2 overall. The level of theory is the ωB97M-V functional and the def2-TZVPD basis.

* Kohn-Sham gap (alpha / beta): 5.9 / 9.8 eV
* 2S+1: 3
* E_LUMO (alpha / beta): 0.88 / -0.91 eV

CARTESIAN COORDINATES (ANGSTROEM)
C 3.053 1.598 0.716
C 0.181 -1.252 -0.584
C 1.497 -1.159 -0.635
C -1.980 -0.314 -0.356
N 2.522 0.929 -0.034
N -0.978 -1.361 -0.440
F 2.378 -1.659 0.277
H 3.445 2.183 1.554
H 1.877 -1.176 -1.684
H -2.968 -0.779 -0.066
H -1.921 0.233 -1.261
H -1.666 0.416 0.356

=====

Entry 6:
This record from the Open Molecules 2025 dataset describes C4H5FN2O in the gas phase. The level of theory is the ωB97M-V functional and the def2-TZVPD basis.

* Kohn-Sham gap: 8.4 eV
* E_LUMO: 0.69 eV

CARTESIAN COORDINATES (ANGSTROEM)
N -2.209 -0.134 0.901
C -0.863 0.030 0.350
C 0.101 0.974 0.339
C 1.235 0.446 -0.252
O 2.469 1.145 -0.402
C 0.897 -0.812 -0.807
F 1.659 -1.566 -1.578
N -0.553 -0.970 -0.619
H -2.927 0.402 0.392
H -2.321 -0.064 1.983
H 0.081 1.818 0.910
H 3.388 0.663 -0.756
H -0.955 -1.933 -0.462

=====

Entry 7:
This record from the Open Molecules 2025 dataset describes C4H5FN2O in the gas phase. The level of theory is the ωB97M-V functional and the def2-TZVPD basis.

* Kohn-Sham gap: 9.8 eV
* E_LUMO: -0.17 eV

CARTESIAN COORDINATES (ANGSTROEM)
H -2.821 -1.203 -0.756
N -2.348 -0.308 -0.668
C -1.249 -0.499 -0.014
N -0.724 -1.661 0.482
C -0.347 0.706 0.129
F -1.097 1.840 0.181
C 0.969 0.763 0.206
C 1.941 -0.325 -0.205
O 3.126 -0.227 -0.252
H -0.228 -1.609 1.373
H -1.376 -2.447 0.481
H 1.351 1.734 0.367
H 1.561 -1.300 -0.469

=====

Entry 8:
This record from the Open Molecules 2025 dataset describes C4H5FN2O in the gas phase. The level of theory is the ωB97M-V functional and the def2-TZVPD basis.

* Kohn-Sham gap: 10.1 eV
* E_LUMO: -0.19 eV

CARTESIAN COORDINATES (ANGSTROEM)
O 0.516 1.239 1.026
C 0.068 0.274 0.128
C 1.264 -0.108 -0.739
F 2.150 -0.911 -0.017
C -1.178 0.645 -0.600
N -2.126 -0.189 -0.372
N -1.632 -1.274 0.403
C -0.446 -0.998 0.773
H -0.071 1.307 1.777
H 0.926 -0.700 -1.546
H 1.749 0.812 -1.135
H -1.397 1.578 -1.114
H 0.176 -1.676 1.415

=====

Entry 9:
This record from the Open Molecules 2025 dataset describes C4H5FN2O2 in the gas phase. The level of theory is the ωB97M-V functional and the def2-TZVPD basis.

* Kohn-Sham gap: 9.6 eV
* E_LUMO: 0.56 eV

CARTESIAN COORDINATES (ANGSTROEM)
O 0.867 -3.028 -0.274
C 0.482 -1.899 -0.176
C -0.376 -1.521 0.924
C -0.789 -0.275 1.021
N -0.324 0.681 0.216
C 0.702 0.379 -0.866
O 0.481 1.206 -1.961
F 1.955 0.877 -0.397
N 0.755 -0.948 -1.133
H -0.635 -2.408 1.551
H -1.483 0.342 1.776
H -0.873 1.548 0.186
H 1.301 1.405 -2.459
H 1.172 -1.202 -1.962

=====

Entry 10:
This record from the Open Molecules 2025 dataset describes a 3-piece molecular cluster, C4H5FN2O3 overall. The level of theory is the ωB97M-V functional and the def2-TZVPD basis.

* Kohn-Sham gap: 8.1 eV
* E_LUMO: 0.37 eV

CARTESIAN COORDINATES (ANGSTROEM)
C -3.240 0.387 -0.635
C 2.304 3.440 -0.956
C 0.104 -1.062 0.390
C -0.562 -2.260 0.724
N 1.334 -0.620 0.881
N -0.526 -0.110 -0.439
O 1.716 4.427 -1.003
O -3.896 0.296 0.282
O 2.865 2.442 -0.895
F -1.865 -2.360 0.293
H -0.375 -3.064 1.479
H 1.831 -1.300 1.528
H 1.966 -0.089 0.395
H -1.489 -0.232 -0.735
H -0.167 0.105 -1.310

=====

Entry 11:
This record from the Open Molecules 2025 dataset describes C4H5FO in the gas phase. The level of theory is the ωB97M-V functional and the def2-TZVPD basis.

* Kohn-Sham gap (alpha / beta): 7.3 / 7.7 eV
* 2S+1: 3
* E_LUMO (alpha / beta): 1.09 / -2.60 eV

CARTESIAN COORDINATES (ANGSTROEM)
C -1.825 -0.459 0.220
C 0.640 0.501 -0.430
C -0.413 -0.511 -0.365
C 0.942 -0.669 0.426
O -2.793 -1.076 -0.166
F 1.765 -1.628 -0.106
H -1.893 0.164 1.137
H 1.231 0.388 -1.327
H 0.639 1.433 0.103
H -0.420 -1.224 -1.219
H 1.048 -0.647 1.514

=====

Entry 12:
This record from the Open Molecules 2025 dataset describes C4H5FO2 in the gas phase. The level of theory is the ωB97M-V functional and the def2-TZVPD basis.

* Kohn-Sham gap: 11.1 eV
* E_LUMO: 0.77 eV

CARTESIAN COORDINATES (ANGSTROEM)
C -2.509 -0.723 0.034
C -1.195 -0.065 -0.003
F -1.253 1.288 0.007
C -0.025 -0.657 -0.085
C 1.295 0.009 -0.010
O 1.590 1.141 -0.013
O 2.343 -0.922 0.047
H -3.100 -0.386 -0.816
H -2.479 -1.835 0.002
H -3.129 -0.377 0.924
H -0.016 -1.758 -0.147
H 3.139 -0.376 0.091

=====

Entry 13:
This record from the Open Molecules 2025 dataset describes C4H5FO2 in the gas phase. The level of theory is the ωB97M-V functional and the def2-TZVPD basis.

* Kohn-Sham gap: 10.3 eV
* E_LUMO: 0.47 eV

CARTESIAN COORDINATES (ANGSTROEM)
O -2.594 0.192 -0.072
C -1.431 0.123 -0.094
C -0.371 -0.931 -0.496
C 0.660 -0.156 0.366
O 1.916 0.141 -0.209
C -0.280 1.061 0.411
F 0.026 2.005 -0.561
H -0.633 -1.977 -0.336
H -0.109 -0.789 -1.556
H 0.786 -0.567 1.351
H 2.386 -0.694 -0.237
H -0.356 1.592 1.432

=====

Entry 14:
This record from the Open Molecules 2025 dataset describes C4H5FOS2 in the gas phase. The level of theory is the ωB97M-V functional and the def2-TZVPD basis.

* Kohn-Sham gap: 8.0 eV
* E_LUMO: -0.94 eV

CARTESIAN COORDINATES (ANGSTROEM)
C -0.614 1.768 0.206
S 1.163 1.579 -0.379
C 1.533 -0.138 -0.233
S 3.260 -0.474 -0.423
C 0.526 -1.184 0.181
F 0.406 -0.730 1.552
C -1.003 -1.222 -0.491
O -1.018 -0.908 -1.626
H -1.165 2.778 -0.145
H -1.248 1.086 -0.346
H -0.959 1.308 1.245
H 0.986 -2.167 0.177
H -1.866 -1.695 0.280

=====

Entry 15:
This record from the Open Molecules 2025 dataset describes C4H5FS in the gas phase. The level of theory is the ωB97M-V functional and the def2-TZVPD basis.

* Kohn-Sham gap: 8.5 eV
* E_LUMO: -0.40 eV

CARTESIAN COORDINATES (ANGSTROEM)
F 0.625 1.796 -0.202
C 0.738 0.546 0.385
C 1.755 -0.431 -0.160
C 0.693 -1.511 -0.084
C -0.362 -0.375 0.142
S -1.864 -0.085 -0.043
H 0.825 0.792 1.446
H 2.058 -0.104 -1.149
H 2.593 -0.686 0.534
H 1.054 -2.023 0.927
H 0.736 -2.158 -0.956

=====

Entry 16:
This record from the Open Molecules 2025 dataset describes C4H5FeLiO3 as an isolated structure. The level of theory is the ωB97M-V functional and the def2-TZVPD basis.

* Kohn-Sham gap (alpha / beta): 5.0 / 4.5 eV
* net charge: +2
* 2S+1: 7
* E_LUMO (alpha / beta): -10.83 / -12.89 eV

CARTESIAN COORDINATES (ANGSTROEM)
O -1.510 -0.467 -1.017
Li -1.133 -2.213 0.391
O -2.491 -1.361 -0.471
C -1.389 0.660 -0.282
C -0.143 1.253 0.103
H 0.042 2.288 0.447
H -2.386 1.110 -0.372
H -1.371 1.669 0.721
O 2.689 -0.103 -0.340
C 2.054 -0.863 0.498
C 0.782 -0.547 0.923
Fe 1.880 1.586 -0.664
H 0.248 -0.564 1.872
H 2.573 -1.763 0.859

=====

Entry 17:
This record from the Open Molecules 2025 dataset describes C4H5GaO2 as an isolated structure. The level of theory is the ωB97M-V functional and the def2-TZVPD basis.

* Kohn-Sham gap (alpha / beta): 7.9 / 7.8 eV
* net charge: +1
* 2S+1: 2
* E_LUMO (alpha / beta): -6.16 / -6.20 eV

CARTESIAN COORDINATES (ANGSTROEM)
O -2.682 1.193 0.332
C -2.676 -0.135 0.160
C -1.407 -0.883 0.208
C -0.440 -0.756 1.167
C 0.747 -1.522 1.064
O 1.616 -1.650 1.954
Ga 1.852 -1.182 3.568
H -3.226 -0.555 -0.727
H -3.207 -0.369 1.174
H -1.220 -1.563 -0.633
H -0.593 -0.097 2.024
H 0.917 -2.061 0.114

=====

Entry 18:
This record from the Open Molecules 2025 dataset describes a 2-piece molecular cluster, C4H5I3O overall. The level of theory is the ωB97M-V functional and the def2-TZVPD basis.

* Kohn-Sham gap (alpha / beta): 8.0 / 5.0 eV
* 2S+1: 3
* E_LUMO (alpha / beta): 0.46 / -3.66 eV

CARTESIAN COORDINATES (ANGSTROEM)
C 0.036 0.399 0.134
C 0.742 -0.385 -0.952
C 1.289 0.682 0.960
C 2.115 -0.294 0.613
O 1.729 -1.169 -0.325
I 3.194 3.826 0.389
I 2.993 2.857 -2.104
I 3.897 -0.399 1.736
H -0.419 1.358 -0.125
H -0.634 -0.217 0.740
H 0.125 -1.111 -1.526
H 1.123 0.475 -1.595
H 1.179 1.402 1.879

=====

Entry 19:
This record from the Open Molecules 2025 dataset describes a 3-piece molecular cluster, C4H5INO2 overall. The level of theory is the ωB97M-V functional and the def2-TZVPD basis.

* Kohn-Sham gap: 6.0 eV
* net charge: -1
* E_LUMO: 2.38 eV

CARTESIAN COORDINATES (ANGSTROEM)
C 1.594 -3.956 1.457
C -0.535 0.417 0.435
C -0.036 0.443 -0.981
C 0.667 -0.281 0.077
N 1.738 -0.717 0.505
O 1.225 -4.248 0.391
O 2.006 -3.884 2.550
I -2.155 3.077 2.262
H -0.622 1.269 0.978
H -1.324 -0.232 0.469
H -0.491 -0.230 -1.656
H 0.232 1.383 -1.315
H 1.943 -0.962 1.463

=====

Entry 20:
This record from the Open Molecules 2025 dataset describes a 2-piece molecular cluster, C4H5INO2 overall. The level of theory is the ωB97M-V functional and the def2-TZVPD basis.

* Kohn-Sham gap: 5.8 eV
* net charge: -1
* E_LUMO: 3.10 eV

CARTESIAN COORDINATES (ANGSTROEM)
C -0.346 -0.286 0.768
C 1.633 0.541 -1.760
C -1.583 -0.936 0.153
C -0.214 0.998 0.462
N 0.497 -1.253 1.236
O 1.398 -0.572 -1.923
O 2.111 1.587 -1.796
I 1.423 2.345 1.092
H -2.495 -0.461 0.419
H -1.355 -1.908 0.589
H -1.414 -0.878 -0.921
H -1.085 1.628 0.145
H 1.431 -0.805 1.536